This record from the Open Molecules 2025 dataset describes C31H43FeN2P2S5 as an isolated structure in a non-equilibrium geometry. The level of theory is ωB97M-V/def2-TZVPD.

Cartesian coordinates (Å):
Fe: -0.609 -0.739 -0.900
C: -2.485 -1.984 -1.978
C: -2.681 -2.281 -0.598
C: -3.216 -1.125 0.024
C: -3.361 -0.121 -0.964
C: -2.862 -0.630 -2.189
C: -2.999 0.012 -3.533
C: -4.183 1.120 -0.836
C: -3.787 -1.049 1.407
C: -2.646 -3.652 0.000
C: -2.216 -2.951 -3.084
H: -3.703 -0.559 -4.143
H: -2.045 0.027 -4.060
H: -3.361 1.032 -3.441
H: -4.597 1.207 0.167
H: -5.016 1.079 -1.546
H: -3.611 2.017 -1.066
H: -3.493 -1.912 2.000
H: -4.881 -1.035 1.357
H: -3.471 -0.147 1.934
H: -3.599 -4.163 -0.176
H: -2.483 -3.616 1.075
H: -1.859 -4.248 -0.457
H: -3.141 -3.178 -3.623
H: -1.803 -3.883 -2.707
H: -1.517 -2.525 -3.802
C: 2.939 -1.697 -0.078
P: 1.276 -1.135 0.470
C: 1.820 0.480 1.133
N: 2.968 0.515 1.799
C: 3.284 1.668 2.429
C: 4.443 1.741 3.217
C: 4.708 2.884 3.940
C: 3.858 3.987 3.867
C: 2.733 3.955 3.074
C: 2.417 2.796 2.354
N: 1.293 2.754 1.605
C: 1.010 1.607 0.999
P: -0.510 1.555 -0.008
C: -1.611 2.241 1.306
C: -0.219 3.086 -1.097
C: -1.301 3.078 -2.175
C: -0.233 4.420 -0.352
C: 1.143 2.906 -1.765
C: 1.047 -2.089 2.093
C: 2.241 -2.034 3.041
C: 0.739 -3.555 1.782
C: -0.179 -1.445 2.740
H: 3.657 -1.366 0.670
H: 3.167 -1.214 -1.029
H: 2.973 -2.775 -0.214
H: 5.093 0.880 3.264
H: 5.586 2.931 4.570
H: 4.076 4.871 4.449
H: 2.067 4.804 2.997
H: -1.076 3.034 1.828
H: -1.832 1.432 2.004
H: -2.546 2.609 0.890
H: -2.275 3.347 -1.763
H: -1.365 2.089 -2.622
H: -1.064 3.798 -2.958
H: -1.202 4.629 0.094
H: 0.004 5.217 -1.058
H: 0.516 4.424 0.435
H: 1.202 1.940 -2.260
H: 1.947 2.976 -1.033
H: 1.292 3.683 -2.514
H: 3.097 -2.554 2.621
H: 1.973 -2.521 3.979
H: 2.533 -1.010 3.255
H: 1.549 -4.022 1.226
H: -0.167 -3.641 1.189
H: 0.605 -4.110 2.712
H: 0.046 -0.426 3.056
H: -0.501 -2.013 3.614
H: -1.000 -1.411 2.018
S: 4.601 -3.461 -5.590
C: 3.393 -2.975 -4.591
S: 2.636 -1.412 -4.677
C: 1.500 -1.636 -3.351
C: 1.525 -2.857 -2.736
S: 0.524 -3.352 -1.462
S: 2.735 -3.986 -3.341
S: 0.493 -0.332 -2.905

Cartesian forces (eV/Å) of the 2 atoms listed first:
Fe -1.27 -1.12 -0.60
C 0.09 -0.03 0.73

HOMO level (alpha / beta) (eV): -2.6 / -4.8
Orbital gap (alpha / beta) (eV): 4.26 / 5.28
Energy relative to the best compared isomer or geometry (same formula, charge and spin) (kcal per mole): 40.3
LUMO (alpha / beta) (eV): 1.71 / 0.48
Multiplicity: 5
Max |F| (hartree/bohr): 0.035
Charge: -1
⟨S²⟩: 6.200

Löwdin population analysis, charges in e, atoms 1 to 2: number 1, Fe, carries 0.073; number 2, C, carries -0.319